Formula: C2H7O4
Source: the Open Molecules 2025 dataset
Level of theory: ωB97M-V with the def2-TZVPD basis set

Calculated values
HOMO-LUMO gap	9.06	eV
total charge	-1
ΔE to the lowest compared entry with this formula, charge and spin	0.999	eV
HOMO	-0.181	Ha
F_max	4.50	eV/Å
calculated total energy	-10379.061	eV

Last column: natural (NBO) charge in e.
Atoms and positions in Å:
O 0.304 -0.388 0.506  -0.7805
C -0.793 0.031 0.035  0.7749
O -0.943 1.268 -0.217  -0.7782
C -2.033 -0.787 -0.103  -0.7412
H -2.897 -0.556 0.499  0.2175
H -1.980 -0.494 -1.170  0.2409
H -2.028 -1.868 -0.016  0.2024
H 1.124 -1.399 -0.214  0.5039
H 2.472 -2.178 -0.584  0.4378
O 1.540 -2.331 -0.418  -1.0246
H 0.463 2.132 -0.011  0.5068
H 1.749 1.667 0.796  0.4674
O 1.369 2.377 0.282  -1.0271